8
Properties=species:S:1:pos:R:3:forces:R:3:mulliken_charge:R:1 method="wB97M-V/def2-TZVPD" homo_energy_ev="-18.61 / -19.34" charge=+2 energy_ev=-13354.6262 spin_multiplicity=6 lumo_energy_ha="-0.3814 / -0.4778" s2=8.772
C -0.315 -1.149 -0.720 -1.664 -3.723 -2.421 0.098
F -1.360 -1.855 -1.196 2.429 1.520 1.026 -0.055
Li 0.139 2.749 1.261 -0.085 0.538 0.383 0.999
F -1.823 0.479 0.155 2.639 -0.941 -0.666 -0.116
O 1.687 0.335 0.476 -0.735 1.323 0.917 -0.628
C -0.567 0.004 -0.069 -3.381 2.813 2.299 0.627
C 0.500 0.784 0.611 0.381 0.770 -0.237 -0.012
Ru 1.740 -1.347 -0.517 0.415 -2.301 -1.301 1.089